Computed, not measured: a structure of composition C13H39BrN9O20PSi2 at a distorted geometry, with wB97M-V/def2-TZVPD.

The geometry in XYZ format:
```
85
Properties=species:S:1:pos:R:3:forces:R:3
H -8.912 2.219 -5.094 -0.09 -0.01 0.08
H 1.349 1.065 -4.065 0.03 0.03 0.19
H 3.794 -6.778 7.326 -0.14 0.07 -0.08
C 0.729 4.202 -4.281 0.39 -0.03 0.13
C 2.059 2.350 1.537 0.63 -0.79 0.98
O -0.649 -6.945 8.066 -0.10 0.04 -0.02
H -0.191 3.623 -4.372 0.11 0.07 0.18
N 3.628 -8.360 5.970 0.21 0.17 0.11
O 2.910 1.580 -6.655 -0.05 0.03 0.02
O -1.816 5.527 -4.041 -0.28 0.19 -0.02
H -4.082 6.843 -5.504 0.06 -0.02 -0.17
H 3.719 -2.448 1.173 -0.11 -0.03 -0.05
H 3.693 1.345 -0.404 -0.23 0.15 -0.37
N -6.880 7.144 -5.644 -0.24 0.12 0.16
O -10.409 4.234 -4.469 0.00 0.07 0.05
O 4.413 -9.248 5.728 -0.08 -0.08 -0.02
H 2.223 5.801 -1.696 0.13 -0.06 -0.10
H -2.598 -9.447 8.277 0.00 0.06 -0.05
O -0.500 -5.373 3.109 0.04 0.09 -0.06
C 1.301 1.570 -3.096 -0.19 0.67 0.45
H 4.815 -0.159 -6.463 -0.12 -0.03 0.02
C 4.164 -7.021 6.334 0.21 -0.04 -0.03
H 3.426 -1.557 5.358 0.07 -0.05 -0.05
O 3.117 -3.611 7.519 0.02 -0.10 0.03
O 3.581 3.978 -0.517 -1.40 -1.06 0.14
O 2.648 -0.887 -0.589 -0.05 0.02 -0.07
H 1.088 4.419 -5.292 0.07 -0.19 0.19
C 4.712 0.554 -5.650 0.16 -0.07 0.12
H 0.962 4.137 -0.584 0.13 -0.03 0.32
H 3.532 -1.278 7.119 -0.03 -0.08 0.02
H -10.573 1.973 -5.716 0.02 0.01 0.12
H -8.572 7.530 -4.461 0.10 -0.01 0.01
C -9.649 2.534 -5.826 0.08 -0.11 -0.21
N 0.234 -5.510 4.065 -0.11 -0.16 0.06
O 2.417 -8.463 5.937 -0.02 -0.26 0.01
O 4.606 2.808 -6.131 -0.06 0.07 -0.12
O -9.745 4.765 -6.448 -0.04 -0.09 -0.05
O -2.300 -7.570 6.820 0.07 0.10 0.07
O -6.443 7.006 -6.765 0.10 -0.02 -0.03
N 3.688 -3.282 6.503 -0.07 0.11 0.03
H -9.259 2.448 -6.834 -0.01 0.08 0.01
H -4.163 6.035 -3.917 0.11 0.00 0.03
H 1.891 1.034 -2.346 -0.09 -0.11 -0.19
C -1.764 -8.871 8.659 -0.13 -0.20 0.01
O 4.754 -0.543 -0.904 -0.04 -0.23 -0.14
H 5.188 -2.644 0.169 -0.01 0.08 -0.04
H 4.758 2.617 1.261 -0.07 0.11 -0.01
H 1.689 1.323 1.410 -0.05 0.27 -0.24
H 3.796 -6.313 5.600 -0.13 0.04 0.11
O 2.208 3.375 3.678 0.37 -0.15 0.41
H -0.200 -6.307 5.947 0.17 0.06 0.00
O 1.144 -4.760 4.360 0.06 0.06 -0.03
N -1.556 -7.696 7.771 -0.09 -0.17 0.10
O -6.220 7.061 -4.623 -0.49 0.13 -0.06
H 0.259 1.634 -2.762 0.15 -0.17 -0.05
O -2.008 5.453 -6.185 0.06 0.00 -0.02
H -1.973 -8.493 9.655 0.12 0.02 0.01
N -9.960 3.963 -5.559 0.00 -0.11 -0.04
H -4.456 5.100 -5.413 0.00 0.09 -0.14
N 3.817 -1.201 -0.500 0.17 -0.14 0.06
C 3.932 -1.833 6.279 -0.08 0.20 0.10
H -0.821 -7.256 4.571 -0.03 0.12 -0.08
Br 3.563 0.990 3.754 0.06 -0.18 -0.24
C -8.331 7.434 -5.514 -0.14 0.08 0.18
H 3.618 -3.277 -0.411 -0.11 0.04 0.06
N -2.458 5.608 -5.070 -0.16 -0.07 0.09
C 4.114 -2.499 0.162 0.19 -0.08 0.11
N 4.019 1.752 -6.191 0.12 0.03 0.09
H 5.681 0.858 -5.272 -0.04 0.07 -0.01
P 2.033 3.271 -3.313 0.61 -0.32 -1.23
Si 2.187 4.355 -1.396 -0.16 0.40 0.11
H 1.266 3.087 1.416 0.05 -0.11 -0.11
H -0.848 -9.454 8.647 0.04 0.08 0.07
H -8.527 8.362 -6.043 0.04 -0.06 -0.10
H 0.927 -7.271 4.944 -0.01 0.15 0.11
H 0.491 5.162 -3.825 -0.02 -0.16 0.03
H 5.247 -7.066 6.322 -0.02 -0.09 -0.03
C 2.500 2.459 2.993 -1.05 1.00 -0.83
C 0.015 -6.682 4.954 -0.08 -0.12 -0.25
C -3.913 5.926 -4.963 0.48 -0.20 0.18
H -8.873 6.605 -5.962 0.05 0.14 -0.06
H 5.005 -1.690 6.195 -0.02 -0.05 -0.12
O 4.082 -4.042 5.643 0.12 0.06 -0.05
Si 3.567 2.560 0.384 0.89 0.75 0.25
H 4.092 0.153 -4.853 -0.05 -0.03 -0.07
```
Forces are in eV/Å.

## Properties
**DFT total energy**: -163537.228 eV
**HOMO**: -7.6 eV
**Molecular weight**: 808.5 g mol⁻¹

=====

Computed, not measured: a structure of composition C13H39Cl2HgO16P3 at a distorted geometry, with wB97M-V/def2-TZVPD.

The geometry in XYZ format:
```
74
Properties=species:S:1:pos:R:3:forces:R:3
H -22.246 19.331 10.929 0.03 0.13 -0.12
H -15.350 24.176 7.605 -0.28 -0.16 -0.66
C -14.602 18.378 13.158 1.02 0.29 0.80
P -18.759 23.350 7.163 0.04 0.00 -0.36
H -21.932 21.921 9.424 0.36 -0.20 -0.13
Hg -18.978 21.062 10.269 -0.24 0.19 0.16
H -18.149 20.876 14.820 0.05 0.09 0.03
C -21.793 20.240 15.817 -0.57 -0.75 0.74
H -16.566 25.047 8.449 -0.34 -0.18 0.24
H -19.579 24.272 4.661 0.24 -0.05 0.34
H -21.695 17.100 12.644 0.07 -0.16 0.20
H -24.595 23.463 10.144 -0.07 -0.03 -0.36
O -15.555 19.024 12.328 -0.34 0.10 -0.33
H -21.152 20.241 16.698 0.27 0.20 -0.22
H -19.358 22.751 3.816 0.15 -0.06 0.15
O -20.258 20.795 12.300 -0.58 0.02 0.78
H -19.152 26.602 7.349 -0.01 0.16 0.16
C -20.730 17.606 12.661 0.13 0.20 -0.77
Cl -17.693 23.027 11.535 -0.37 -0.54 -0.33
C -16.550 20.069 8.104 -0.21 -0.57 -0.40
H -23.092 22.822 11.639 0.22 -0.02 0.07
C -22.839 23.612 10.927 -0.52 0.45 -0.42
C -19.746 23.198 4.733 -0.29 0.17 -1.48
H -14.747 17.306 13.275 -0.24 -0.04 -0.35
H -16.192 18.167 7.251 -0.35 0.10 -0.03
H -22.709 20.768 16.085 0.07 0.25 -0.32
C -17.172 20.497 14.528 -0.17 0.57 -0.17
H -16.746 15.881 11.045 0.28 0.27 0.37
H -19.903 16.935 12.875 -0.20 -0.13 0.27
P -17.096 18.748 12.577 -0.27 -0.31 1.16
H -23.664 20.437 11.120 0.39 0.17 -0.19
O -18.887 22.547 8.382 0.14 0.39 -0.70
H -21.134 24.218 9.722 -0.12 -0.03 -0.11
O -19.658 24.654 7.085 -0.91 -0.39 -0.21
H -16.484 20.534 15.371 -0.04 -0.29 0.05
H -15.947 20.657 9.838 -0.36 0.08 0.33
H -14.571 18.806 14.165 -0.39 0.09 -0.07
C -19.519 25.781 7.958 0.93 -0.39 0.42
H -20.827 23.049 4.692 0.04 -0.20 0.55
H -20.544 18.006 11.658 0.04 0.11 0.08
H -17.012 18.052 8.818 -0.26 0.30 0.12
O -17.201 17.158 12.656 0.10 0.51 0.54
O -23.706 23.500 9.773 0.16 -0.06 0.60
C -23.078 19.630 11.561 -0.74 0.11 0.07
H -18.807 25.518 8.744 0.14 0.27 -0.01
H -23.004 24.585 11.407 0.12 -0.03 0.01
O -22.665 20.062 12.871 0.12 0.16 0.25
P -21.134 20.142 13.275 0.36 -0.79 0.33
O -21.195 22.136 10.015 -0.80 0.72 -0.24
H -17.421 20.182 7.457 -0.32 0.04 0.42
H -22.061 19.199 15.628 0.06 0.05 -0.12
C -17.576 16.407 11.527 -0.78 -0.76 -1.30
O -18.011 19.349 11.615 0.62 -0.31 -0.15
Cl -20.201 19.092 9.008 0.35 0.45 0.37
H -23.803 18.824 11.688 0.32 -0.24 0.11
H -20.428 26.053 8.489 -0.35 -0.25 -0.50
O -17.301 23.899 6.869 0.29 -0.12 -0.06
O -21.132 20.825 14.710 0.07 0.01 -0.86
O -14.959 18.419 8.852 -0.25 0.46 0.21
H -18.075 16.995 10.749 0.11 0.31 0.22
C -16.383 24.096 7.951 0.74 -0.04 0.44
O -17.364 19.143 14.096 0.43 -0.82 -0.58
H -15.731 20.491 7.506 0.17 0.38 0.55
O -19.114 22.558 5.825 -0.17 0.77 1.06
H -18.303 15.636 11.801 0.16 0.11 0.36
H -14.776 17.478 8.866 0.03 -0.05 0.05
O -16.789 20.694 9.360 1.23 0.05 -1.00
O -20.731 18.633 13.652 -0.07 0.78 0.11
H -20.771 23.577 11.346 0.11 0.21 -0.14
C -21.419 23.478 10.471 0.30 -0.92 0.76
H -16.778 21.139 13.739 -0.12 -0.06 -0.11
H -13.611 18.581 12.755 -0.16 -0.13 -0.34
C -16.260 18.604 8.256 0.73 -0.86 -0.62
H -16.409 23.243 8.628 -0.31 0.24 0.26
```
Forces are in eV/Å.

## Properties
**Energy relative to the best compared isomer or geometry (same formula, charge and spin)**: 19.0 kcal per mole
**DFT total energy**: -103967.411 eV
**HOMO**: -8.4 eV
**Molecular weight**: 815.9 g mol⁻¹

=====

Computed, not measured: a cluster of 7 separate species, C13H39NO14S3 in total at a distorted geometry, with wB97M-V/def2-TZVPD.

The geometry in XYZ format:
```
70
Properties=species:S:1:pos:R:3:forces:R:3
N 6.742 0.447 0.494 0.80 -0.15 0.21
C 0.952 0.190 0.439 -0.83 0.09 0.58
O -1.921 4.011 -4.135 0.18 2.02 -1.56
H -2.451 3.088 -6.960 -0.03 0.14 0.16
H 0.028 -1.805 4.031 -0.08 0.68 -0.12
H -4.537 0.177 2.419 0.06 0.08 -0.42
H -2.573 4.857 2.435 -0.42 -0.04 0.00
H -2.129 -1.948 0.724 0.19 0.02 0.63
O 4.294 -6.259 1.505 -0.78 1.90 -0.98
S 3.294 -5.418 0.870 -1.79 -0.37 -0.66
O 3.948 -4.453 -0.349 -1.08 -1.85 2.44
H 1.865 -3.591 3.035 0.00 -0.33 0.01
H -3.446 -2.141 -0.284 -0.49 0.63 -0.38
H 1.815 -7.272 0.533 0.16 0.07 0.03
H 1.158 -0.683 -0.179 -0.32 0.04 -0.13
H -2.505 4.735 -7.672 0.15 0.06 0.25
H 3.274 -1.418 -1.278 0.16 0.62 0.15
H 2.951 -7.062 -0.846 -0.03 0.03 0.13
C 0.656 -2.084 3.186 -0.30 -1.02 1.68
H 0.452 -0.120 1.357 1.17 -0.41 0.52
O 2.333 -4.620 1.670 2.35 -1.28 -1.63
S -1.308 4.682 -5.531 0.21 0.39 0.34
H -1.882 1.065 -2.537 -0.55 0.04 -0.29
O 1.197 -3.311 3.666 0.05 0.31 -0.12
O -0.054 0.980 -0.144 -0.18 0.06 -2.07
H -2.636 2.635 -2.011 -0.15 -0.33 0.07
O -1.876 -1.095 -1.073 0.22 0.00 -1.53
H 4.845 -2.147 -1.100 -0.02 -0.17 0.05
H -4.005 0.849 5.196 -0.01 -0.47 0.83
O -1.123 2.550 1.855 -1.17 -0.65 0.21
C -4.381 0.099 4.501 0.10 0.57 1.48
H 5.450 2.137 0.618 0.29 -0.28 -0.45
O -0.064 4.007 -5.820 -0.90 0.35 0.09
H 1.455 -1.353 3.063 -0.28 0.22 -0.47
H -0.036 -2.250 2.360 0.38 0.26 -0.53
H -4.995 1.678 3.134 0.00 0.23 0.39
H -3.732 -0.776 4.530 -0.03 0.10 -0.15
S -2.560 2.477 2.005 -2.80 0.05 0.49
C -1.936 2.144 -2.687 0.71 0.76 -0.03
C -3.015 4.031 2.991 0.28 -1.91 -0.54
H -3.067 -0.487 0.484 -0.62 -0.08 -0.12
H -3.204 2.359 -4.393 -0.18 0.49 -0.30
H 1.485 -6.040 -0.700 0.19 0.23 0.14
H -5.390 -0.179 4.805 0.00 0.05 -0.27
H 4.753 0.514 0.851 -0.03 0.21 0.28
H 2.111 -3.282 -0.358 0.17 -0.55 0.86
C -2.183 2.624 -4.118 0.41 -1.77 0.65
C 3.847 -2.113 -0.664 -0.60 -0.10 -1.98
H -2.565 3.935 3.979 0.22 -0.11 -0.21
C 2.272 -6.562 -0.156 0.59 0.56 0.46
O 6.663 0.162 -0.657 -0.30 -0.41 -2.34
H -0.293 1.754 0.371 0.20 -0.12 0.45
H -1.303 -0.365 -0.827 0.26 0.41 0.17
H 2.696 -3.782 -1.826 0.93 0.63 -0.63
C -2.588 4.150 -6.756 0.65 0.57 1.13
H 3.927 -1.728 0.353 -0.36 -0.53 0.09
C 5.614 1.151 1.053 -0.87 0.77 1.38
H 1.900 0.719 0.542 -0.01 0.12 0.42
H 5.840 1.305 2.108 -0.39 -0.27 -0.04
H -3.505 4.370 -6.210 -0.18 -0.15 -0.38
O -2.971 1.254 3.134 3.37 2.64 -1.71
H -1.499 2.106 -4.791 0.06 0.00 -0.11
H -4.098 3.999 3.112 0.10 0.40 -0.36
O -1.297 6.136 -5.360 -0.51 -2.62 -0.07
C 3.065 -3.424 -0.865 0.36 0.64 1.12
H -0.946 2.502 -2.403 0.09 0.05 0.05
C -2.707 -1.388 -0.012 0.53 -0.86 1.27
O -3.486 2.294 0.863 2.26 0.46 2.25
O 7.669 0.134 1.197 0.47 0.12 0.95
C -4.288 0.854 3.236 -2.02 -1.24 -1.87
```
Forces are in eV/Å.

## Properties
**Structure (SMILES)**: CCOS(C)(=O)=O.CCOS(C)(=O)=O.CCOS(C)(=O)=O.C[N+](=O)[O-].CO.CO.CO
**DFT total energy**: -76766.535 eV
**HOMO**: -9.8 eV
**Molecular weight**: 529.6 g mol⁻¹

=====

The records above give, respectively, E_LUMO values of -0.35, 0.66, 0.05 eV.
The records above give, respectively, orbital gap values of 7.3, 9.1, 9.8 eV.